This record from the Open Molecules 2025 dataset describes a structure of composition C18H31ClIO10PSSi2 in a non-equilibrium geometry. The level of theory is ωB97M-V/def2-TZVPD.

```
65
C18H31ClIO10PSSi2 | the Open Molecules 2025 dataset | ωB97M-V/def2-TZVPD
H 1.10451 -1.17060 -1.98989
H -2.69509 7.67487 3.07500
H -4.16286 7.77365 2.11461
H 9.03460 -3.75842 -1.51722
C -2.56735 -2.54736 -0.93063
H -0.19624 3.39073 1.71902
H 3.55460 -6.35330 -0.10192
H -2.70226 -4.59708 -1.76433
O -0.87058 3.62815 1.04709
H -2.54644 6.31200 0.95354
H 4.05766 -7.38475 2.08343
H 4.46976 -5.65587 2.12511
O 7.25825 -4.58031 -0.93724
H -5.50816 -1.51728 -3.50865
H 4.87454 -7.49559 -0.30434
C 6.68366 -5.68898 -0.45342
C -4.69222 -1.76393 -2.78652
H 3.76877 -1.41394 -2.86052
C -3.69315 6.07097 4.80366
Cl -0.20767 0.68943 0.69611
C -4.19745 -3.14966 -2.72960
P -1.69724 2.18404 0.75321
H -0.06031 3.45384 -2.44875
C -4.02267 4.95876 6.81180
O -1.79553 1.40339 -2.38993
H -2.43031 5.26721 2.37365
H 5.74185 -6.85545 1.97582
C 4.71990 -6.61939 1.67556
C 4.59348 -6.55114 0.16625
H 9.02186 -5.52728 -1.52812
H -1.14728 2.74499 -4.48416
H -3.65088 3.98816 6.48009
H 1.48277 1.82752 -4.47770
H -3.94394 5.35421 1.49132
H -4.81154 4.79761 7.54486
C -4.13876 -0.72700 -1.88860
O -4.35564 6.63216 3.78668
O 5.36595 -5.47022 -0.37080
H 2.93052 -2.66798 -1.74836
O -4.27573 1.72969 -1.02307
H -2.66855 -0.44084 -0.24682
I -2.83515 4.72910 -1.86069
O -2.49876 5.93367 4.88500
H -4.64825 -3.92314 -3.39500
C -3.54160 7.09505 2.70100
C 0.95281 1.23062 -3.67423
C -3.08510 -1.18928 -0.96199
H 1.98585 -0.54865 -0.46747
C -3.11756 -3.56832 -1.82247
H 3.99390 -1.43591 -1.00225
O -5.45110 1.00302 -2.78233
C -4.64471 0.72164 -1.93097
H 9.09278 -4.63061 0.02284
C 8.68321 -4.64288 -0.98822
H 0.65688 0.26125 -4.16770
C 2.02439 -0.67523 -1.58606
H -3.22499 5.53447 7.28168
O 7.25797 -6.69668 -0.12930
S 2.17329 1.01222 -2.30859
C 3.29355 -1.60745 -1.86844
O -4.59185 5.66450 5.71019
H -1.75077 -2.77226 -0.20851
Si -0.56656 2.29969 -3.19503
C -3.08683 5.94364 1.82621
Si -2.69625 2.31652 -1.26391
```

## Properties
HOMO = -8.349 eV
Kohn-Sham gap = 0.2937 Ha
Charge = 0
Largest force on an atom = 3.31 eV/A

Here are the Löwdin charges for atoms 1 to 5, given in e:
1 H 0.0727
2 H 0.1249
3 H 0.1228
4 H 0.0932
5 C -0.0687


This record from the Open Molecules 2025 dataset describes a structure of composition C18H31MnN2O3 in a non-equilibrium geometry. The level of theory is ωB97M-V/def2-TZVPD.

```
55
C18H31MnN2O3 | the Open Molecules 2025 dataset | ωB97M-V/def2-TZVPD
H 1.05239 -1.13063 -3.88157
H 3.82622 -0.94413 -0.95553
H 4.68307 -2.21940 -0.04042
H -0.30526 0.56845 -4.12167
C -0.70070 -2.22152 -1.08213
O 0.00697 0.00963 1.65119
C -0.64436 2.19048 0.95408
O -0.46609 1.66574 -0.20587
O 1.66546 -0.49988 -0.18796
H 3.36872 -1.11804 3.24652
H 1.68612 0.24500 2.86251
H 1.75473 -2.05011 -2.53651
H -1.42872 5.07065 2.31206
H -3.55436 1.01316 -2.11553
C 4.07793 -1.21238 2.43091
H -2.03299 3.91087 -0.67355
N 3.43757 -1.00218 1.11782
C -1.87908 -1.57972 -0.55183
H -0.53344 -3.86897 0.29725
Mn -0.17675 -0.18398 -0.45654
C 4.34080 -1.18601 -0.03398
C -0.28178 -1.48553 -2.22891
H -3.25484 1.14451 -0.38437
H -1.37556 1.15080 2.69130
C -1.15953 4.02778 2.43698
H 5.19522 -0.52527 0.09993
H -3.62820 -2.47587 0.17620
C -2.17517 -0.44129 -1.36860
N -0.97847 3.43415 1.09213
H -0.22945 3.97825 3.00122
H -2.06281 0.39676 -4.16635
C -1.17540 4.27454 -0.11105
C -0.44041 1.28804 2.14271
C -0.08803 -3.49632 -0.62128
C 1.26951 -0.47147 2.15513
H 4.50252 -2.21457 2.44586
H -0.23986 -4.25172 -1.39806
H -1.35941 5.29165 0.21534
H 0.29194 1.71119 2.83171
C -2.71149 -2.03526 0.58602
H 0.58977 -2.81344 -3.60382
C 0.84615 -1.86941 -3.11261
H -0.28228 4.24266 -0.72994
C -3.36811 0.43979 -1.21031
C -1.20855 -0.38045 -2.41425
H -1.96355 3.52276 2.97066
H 0.99040 -3.40156 -0.48721
H 4.87436 -0.47988 2.54981
C -1.20642 0.60985 -3.51680
H -1.34106 1.62536 -3.14078
H 1.09752 -1.41430 2.67894
H -3.02597 -1.20545 1.22016
H -4.24934 -0.16685 -0.99748
H -2.22315 -2.79136 1.19472
C 2.19318 -0.67512 0.97376
```

## Properties
2S+1 = 2
HOMO (alpha / beta) = -19.583 / -19.348 eV
Relative energy (zero: lowest compared OMol25 entry of this formula, charge and spin) = 0.2559 eV
Kohn-Sham gap (alpha / beta) = 0.2630 / 0.3214 Ha
Charge = +3
Expectation value of S² = 1.234
Largest force on an atom = 1.09 eV/A

Here are the Löwdin charges for atoms 1 to 5, given in e:
1 H 0.1001
2 H 0.0920
3 H 0.1198
4 H 0.0993
5 C -0.1961


This record from the Open Molecules 2025 dataset describes a structure of composition C18H31O10S2SiTl. The level of theory is ωB97M-V/def2-TZVPD.

```
63
C18H31O10S2SiTl | the Open Molecules 2025 dataset | ωB97M-V/def2-TZVPD
S 2.65863 0.79147 -4.18150
O -0.23096 0.77997 0.13874
H -3.40946 -2.73868 0.93454
H 4.53617 -0.09631 -5.73982
Si -1.23554 -0.06209 0.96564
C -4.88244 0.32495 -0.60286
H -1.90680 2.65839 1.72106
H -3.54944 1.29074 2.99497
H -0.65311 -2.00637 3.37526
H -3.05101 -1.60232 -1.36042
H -3.08106 0.52625 4.52465
C -2.89055 1.37298 3.86068
O 4.64464 0.48826 -0.25714
O 2.61394 1.15612 -5.59182
H -0.18970 2.50190 2.03975
Tl 1.95330 0.06412 -1.15785
C 6.54494 0.82078 -2.62436
C -1.44195 1.33221 3.35401
C -1.16490 2.58408 2.51765
H -0.59344 2.12961 5.19514
H -3.24915 -0.43735 -2.69638
H -5.15304 -0.67672 -0.26110
C -0.50821 -2.92219 2.80648
H -3.29495 2.02937 -2.19599
H -1.30865 -4.96447 1.15314
C 5.17699 1.11835 -2.66702
H -3.39083 2.59435 -0.50712
O 1.93602 1.72072 -3.33380
C 7.18109 0.15723 -3.65185
H 0.03551 -4.07334 0.39463
O 5.73904 2.63440 -0.64252
C 5.12290 0.13984 -4.86363
H 8.22983 -0.10381 -3.56683
H -5.25055 1.04913 0.12688
C 4.45150 0.77164 -3.80882
C -3.35905 0.43868 -0.70803
O 2.31727 -0.61445 -3.93999
C -2.81921 -0.59217 -1.70522
H -0.82170 -3.78741 3.39653
H -3.09994 2.30423 4.39305
O -0.94032 -1.69115 0.77138
C -2.82163 -2.79322 1.85271
C -0.46456 1.27169 4.53095
C -2.95831 1.84320 -1.17358
H -0.62744 0.35209 5.09715
H -1.87066 1.91259 -1.12639
H -1.20837 3.47967 3.14143
H 0.55246 -3.01073 2.56428
O -1.27953 0.12818 2.62680
C -1.02829 -4.04481 0.63333
H -1.58807 -3.97473 -0.30106
H 6.93806 -0.72207 -5.60042
C 6.45989 -0.18821 -4.78705
H 0.55566 1.26424 4.14515
S 4.65540 1.73813 -1.02559
H -3.11069 -3.68690 2.41113
H 7.07892 1.12199 -1.73442
C -1.32527 -2.82441 1.50983
H -1.73449 -0.49171 -1.76185
O 3.36683 2.40039 -1.08280
O -2.86274 0.20014 0.60107
H -3.03211 -1.90263 2.44556
H -5.36084 0.51619 -1.56632
```

## Properties
HOMO = -3.036 eV
Kohn-Sham gap = 0.2718 Ha
Charge = -2
Largest force on an atom = 0.95 eV/A

Here are the Löwdin charges for atoms 1 to 5, given in e:
1 S 0.3678
2 O -0.4098
3 H 0.0754
4 H 0.0986
5 Si -0.0250


This record from the Open Molecules 2025 dataset describes a cluster of 3 separate species, C18H32ClNO9PS3 in total in a non-equilibrium geometry. The level of theory is ωB97M-V/def2-TZVPD.

```
65
C18H32ClNO9PS3 | the Open Molecules 2025 dataset | ωB97M-V/def2-TZVPD
H 2.14411 -5.50880 -3.03907
S -2.49655 -2.85919 -4.13384
H -3.83595 -0.57677 -1.71600
C -2.76114 -0.75857 -1.65650
H 0.56327 4.93155 4.80011
H -4.50145 -3.94852 -4.72215
H -2.18541 4.28132 1.49025
O -3.48685 2.01917 2.07775
C -2.47294 -2.24528 -1.59164
H 0.04691 5.70463 3.01683
Cl -3.78497 4.99779 3.67067
C 2.74913 2.45250 3.40112
H -2.36175 -0.25068 -0.77694
H 1.00917 3.71293 -0.05492
H 5.97363 -2.75426 -3.77919
H 5.32997 -2.05992 -5.30313
C 1.54736 3.32462 0.85340
C 5.61402 -2.97251 -4.78325
H 0.14815 0.50846 3.66598
C 2.60905 2.30942 0.80340
H 3.25025 2.07857 4.33693
H 1.44914 -3.58568 -4.48639
H -1.19630 0.14098 4.83223
C 1.75568 -4.59133 -2.59314
H 2.19153 4.44788 5.37662
N -3.12551 0.20746 3.71145
C -1.48355 4.12261 2.36327
H -1.51971 4.56345 4.63541
O 3.57628 -4.11186 -5.95573
H -2.87197 -2.64466 -0.65824
C 1.93638 -3.40921 -3.52562
H 1.46727 -2.53011 -3.08323
C 3.18167 1.87858 2.10651
S 4.20432 -4.03210 -4.66844
C 1.66801 3.48397 3.45478
H 0.69878 -4.74648 -2.37108
O -2.90346 -1.61922 -4.72662
H -3.20758 -4.18637 -5.92632
H -1.39707 -2.43996 -1.59389
S -2.77973 -1.94867 1.88428
H -0.46919 1.79184 4.89982
C 1.26758 4.04744 4.85095
H -3.16884 -5.10428 -4.39453
C -3.44322 -4.16128 -4.86293
H -4.23461 2.04628 2.70820
C -0.73410 0.95668 4.19482
H 2.29780 -4.43186 -1.65859
C -3.01781 -0.69448 2.92667
P -2.10877 1.60154 3.03399
H 6.38166 -3.50298 -5.34553
H -0.06205 5.49477 1.21859
H -1.59168 0.65254 2.06660
H 3.96782 1.08302 2.06663
C -0.10444 4.94303 2.20775
O -3.11846 -2.96085 -2.66097
O -1.15252 2.72289 2.16722
C 1.07760 3.87828 2.15619
H -2.30738 -0.30711 -2.54113
H 0.79926 3.30026 5.54417
O 4.58073 -5.20812 -3.93834
O -1.11735 -3.25725 -4.08667
O -2.59606 2.80322 4.21501
C -2.15848 4.10509 3.83612
O 3.32442 -3.08875 -3.71552
H 2.92352 1.90544 -0.18652
```

## Properties
HOMO = -5.351 eV
Kohn-Sham gap = 0.2719 Ha
Charge = -1
Largest force on an atom = 3.43 eV/A

Here are the Löwdin charges for atoms 1 to 5, given in e:
1 H 0.0690
2 S 0.5886
3 H 0.0890
4 C -0.0746
5 H 0.0554


This record from the Open Molecules 2025 dataset describes a structure of composition C18H32MoN3OPSi in a non-equilibrium geometry. The level of theory is ωB97M-V/def2-TZVPD.

```
57
C18H32MoN3OPSi | the Open Molecules 2025 dataset | ωB97M-V/def2-TZVPD
C -0.97801 1.64654 -2.90876
H -0.69636 -0.15837 5.22723
H -1.41098 2.76116 1.62359
C 2.47952 4.54916 -1.15517
C -2.60116 -2.81944 1.27605
H 3.81664 0.55291 1.70538
C -0.29745 -3.86585 0.55074
C 1.61363 3.55840 -0.68846
H 0.63575 3.75498 -0.21259
H -2.76509 -1.72959 1.26972
H 0.62015 -0.67908 -3.45277
H 3.43907 0.79055 -1.62059
H -3.61000 -3.22525 1.07086
N 2.83912 0.36063 1.47004
C 3.70171 4.23617 -1.74920
H -0.99198 -0.94783 -4.22703
H 0.07893 1.80684 -3.14731
H 2.17473 5.57794 -1.03378
H 4.36579 5.02415 -2.10497
H 3.19655 1.24491 3.94150
Mo -0.21823 0.30859 0.15302
N 1.19105 1.21606 -0.48932
H -2.19406 -3.16494 2.24884
C -3.43812 1.08738 1.61434
O -1.89034 -2.93268 -0.97676
Si -1.98463 1.80836 0.63344
C 1.30820 0.58587 4.80693
C -2.97805 -0.20083 -2.24733
C 0.08199 0.00778 4.48716
H -3.97854 0.37010 0.98594
H -2.58879 2.66258 -0.42898
C 1.92736 0.32197 2.48584
C 4.05832 2.88457 -1.89316
H 0.13626 -3.26363 1.37069
C -0.41548 -1.01383 -3.28989
H -1.34148 2.48570 -2.31139
C 3.23060 1.85984 -1.47665
C 2.00449 2.20552 -0.86274
H -0.56135 -1.18346 0.51593
H 0.36462 -3.79605 -0.34172
H -3.26780 -1.16831 -1.81177
C 2.23792 0.75633 3.79401
H -1.55959 1.57780 -3.83679
H -4.11452 1.91352 1.88441
H -3.54500 0.61280 -1.76816
H -3.14122 0.58561 2.54614
H 1.49897 0.90833 5.82678
C -0.18826 -0.37171 3.18226
P -1.18713 0.05747 -2.02580
H -0.47928 -4.91506 0.87272
H -1.10362 -0.91181 2.89214
C -1.64305 -3.26517 0.19056
N 0.66346 -0.07247 2.14905
H 2.60708 -0.12124 0.60111
H -3.17162 -0.20569 -3.33299
H -0.39173 -2.05641 -2.95941
H 5.00726 2.62514 -2.34405
```

## Properties
HOMO (alpha / beta) = -14.885 / -14.884 eV
Kohn-Sham gap (alpha / beta) = 0.2161 / 0.2175 Ha
Charge = +2
Largest force on an atom = 5.51 eV/A

Here are the Löwdin charges for atoms 1 to 5, given in e:
1 C -0.2555
2 H 0.1255
3 H -0.0430
4 C -0.0369
5 C -0.0247


This record from the Open Molecules 2025 dataset describes an isolated molecule of C18H32N2. The level of theory is ωB97M-V/def2-TZVPD.

```
52
C18H32N2 | the Open Molecules 2025 dataset | ωB97M-V/def2-TZVPD
C -0.25139 0.97195 2.20799
C 3.57810 -0.55061 -3.23938
N 1.90828 -1.61149 -4.70303
H 0.09747 -1.07267 -5.70241
H -3.41225 -0.87030 4.81765
C 2.70799 -1.47662 -5.89937
H -4.32980 0.22323 2.67564
C -1.45790 1.03131 5.49424
C 1.31822 -0.93301 -2.50566
H 2.30160 -0.03743 0.21339
C -0.05201 -1.49319 -0.30944
H -3.79513 3.53008 3.65521
H 1.56560 -2.27963 0.87423
H 1.85254 1.54635 -3.31965
C -3.91213 1.22537 2.62204
C -1.03807 0.80262 3.09786
C 1.68231 0.84209 -4.13052
H 4.20764 -0.05631 -3.97500
H 3.92977 -1.56767 -3.08675
H 0.22896 1.24911 0.19862
C 1.63347 -0.14925 1.07025
H -3.25943 1.29492 1.73847
C -2.89576 2.96155 3.88894
C 0.68385 -1.19183 -1.52179
H 3.76077 -1.38701 -5.64634
C 0.52278 -1.84898 -5.04664
H -0.75652 0.25636 5.79439
H -2.24726 1.10188 6.23828
H -0.49434 -2.48975 -0.40154
H 1.35920 1.97330 1.34765
H 0.45689 -2.80444 -5.56891
H -2.11337 3.23454 3.16457
H 2.26372 1.15963 -4.99335
C 0.85133 -1.45475 0.92986
N -3.22553 1.54888 3.85842
H 2.41632 -0.62050 -6.52879
H 0.23012 -1.59937 1.81664
H -2.57139 3.24949 4.88566
C 0.73765 1.09316 1.15439
H -0.86999 -0.77600 -0.19606
C -2.53236 -0.79161 4.18430
H 0.62527 0.86316 -4.38599
H -1.74042 -1.40992 4.60065
H -4.73882 1.92328 2.49464
C -2.06910 0.67386 4.12991
H 2.58061 -2.38364 -6.49155
H -0.91448 1.97134 5.45352
H 3.66429 -0.00769 -2.30061
C 2.10642 -0.57319 -3.68498
H 2.24473 -0.20832 1.97420
H -2.76590 -1.17406 3.19421
H -0.07256 -1.90819 -4.13802
```

## Properties
HOMO = -8.401 eV
Relative energy (zero: lowest compared OMol25 entry of this formula, charge and spin) = 4.9483 eV
SMILES = CN(C)C(C)(C)C#CCCCCC#CC(C)(C)N(C)C
Kohn-Sham gap = 0.3387 Ha
Charge = 0
Largest force on an atom = 0.59 eV/A

Here are the Löwdin charges for atoms 1 to 5, given in e:
1 C -0.0116
2 C -0.0334
3 N -0.2178
4 H 0.0857
5 H 0.0912